C4H8N2 | the ωB97M-V functional and the def2-TZVPD basis

XYZ file:
```
14
C4H8N2 | the Open Molecules 2025 dataset | the ωB97M-V functional and the def2-TZVPD basis
H -3.619 0.484 0.554
N -2.909 0.471 -0.200
N -1.867 0.032 0.405
C -0.692 -0.100 -0.357
C 0.192 -1.260 -0.102
C 0.659 0.039 0.475
C 1.773 0.756 -0.009
H -0.756 0.354 -1.358
H 0.765 -1.497 -0.957
H -0.140 -1.996 0.591
H 0.458 -0.002 1.579
H 1.612 0.625 -1.136
H 2.769 0.246 0.178
H 1.756 1.846 0.336
```

Values from the calculation:
SMILES string: [H]/N=N/[C@@H]1C[C@H]1C
Kohn-Sham gap: 10.156 eV
energy relative to the best compared isomer or geometry (same formula, charge and spin): 64.2 kcal per mole